{"formula": "C7H10", "method": "ωB97M-V/def2-TZVPD", "e_above_lowest_ev": 2.986, "spin_multiplicity": 1, "homo_ha": -0.32910, "lumo_ev": 1.15, "orbital_gap_ev": 10.11, "elements": ["C", "C", "C", "C", "C", "C", "C", "H", "H", "H", "H", "H", "H", "H", "H", "H", "H"], "positions_angstrom": [[-1.1748, -0.5069, -0.5319], [-0.3262, 0.7337, -0.8612], [1.0126, 0.1475, -1.3133], [1.0926, -0.5046, 0.0502], [-0.2811, -0.9849, 0.6134], [-0.3480, 0.1661, 1.6244], [0.2614, 1.0295, 0.5485], [-2.1911, -0.2717, -0.2049], [-1.1978, -1.2182, -1.3630], [-0.7634, 1.5275, -1.4677], [1.0994, -0.4108, -2.2530], [1.7903, 0.9228, -1.2982], [1.9060, -1.2434, 0.2111], [-0.4025, -2.0001, 0.9972], [-1.3134, 0.4154, 2.0805], [0.4122, 0.0835, 2.4105], [0.4517, 2.1045, 0.7427]], "mulliken_charge": [-0.79, -0.26, -0.66, -0.55, -0.25, -0.69, -0.50, 0.35, 0.35, 0.43, 0.33, 0.31, 0.43, 0.45, 0.32, 0.31, 0.42]}

{"formula": "C7H10", "method": "ωB97M-V/def2-TZVPD", "e_above_lowest_ev": 2.512, "spin_multiplicity": 1, "homo_ha": -0.35647, "lumo_ev": 1.12, "orbital_gap_ev": 10.82, "elements": ["C", "C", "C", "C", "C", "C", "C", "H", "H", "H", "H", "H", "H", "H", "H", "H", "H"], "positions_angstrom": [[2.0519, 1.7995, -0.1921], [1.7827, 0.6322, -0.0669], [1.3743, -0.7687, 0.0309], [-0.0164, -1.0717, -0.5428], [-0.8153, -0.0357, -1.2817], [-1.2819, -0.5162, 0.0640], [-1.2528, 0.3842, 1.2789], [2.3119, 2.8293, -0.2891], [2.1178, -1.3689, -0.5083], [1.4245, -1.0797, 1.0829], [-0.0836, -2.0919, -0.9140], [-1.3639, -0.3230, -2.1739], [-0.3671, 0.9538, -1.3289], [-2.1343, -1.1968, 0.0529], [-2.1482, 1.0151, 1.3168], [-1.2191, -0.2052, 2.2034], [-0.3805, 1.0435, 1.2679]], "mulliken_charge": [0.16, -0.58, -0.81, -0.15, -0.65, 0.18, -1.33, 0.39, 0.39, 0.27, 0.37, 0.27, 0.20, 0.35, 0.36, 0.31, 0.27]}

{"formula": "C7H10", "method": "ωB97M-V/def2-TZVPD", "e_above_lowest_ev": 2.618, "spin_multiplicity": 1, "homo_ha": -0.34145, "lumo_ev": 1.19, "orbital_gap_ev": 10.48, "elements": ["C", "C", "C", "C", "C", "C", "C", "H", "H", "H", "H", "H", "H", "H", "H", "H", "H"], "positions_angstrom": [[1.7172, 0.7590, 0.5541], [1.5094, -0.7112, 0.3940], [0.6308, -0.9483, -0.8361], [-0.4755, -0.0463, -0.1752], [-1.9308, -0.3812, -0.1740], [-1.5222, 1.0196, -0.5215], [0.4283, 0.1381, 1.0251], [1.7194, 1.3791, -0.3425], [2.4096, 1.0758, 1.3284], [2.1521, -1.4440, 0.8764], [0.3096, -1.9963, -0.8940], [1.0787, -0.6652, -1.7951], [-2.2354, -0.9921, -1.0238], [-2.4850, -0.5640, 0.7400], [-1.7821, 1.4302, -1.4960], [-1.6398, 1.7584, 0.2761], [0.1156, 0.1883, 2.0641]], "mulliken_charge": [-0.64, -0.17, -0.81, 0.64, -0.61, -0.67, -0.55, 0.16, 0.26, 0.37, 0.31, 0.29, 0.24, 0.25, 0.26, 0.24, 0.44]}

{"formula": "C7H10", "method": "ωB97M-V/def2-TZVPD", "e_above_lowest_ev": 2.526, "spin_multiplicity": 1, "homo_ha": -0.33388, "lumo_ev": 1.25, "orbital_gap_ev": 10.33, "elements": ["C", "C", "C", "C", "C", "C", "C", "H", "H", "H", "H", "H", "H", "H", "H", "H", "H"], "positions_angstrom": [[-1.3216, 0.8977, 0.1886], [-1.4472, -0.5338, -0.4137], [-0.0462, -0.3763, -1.0607], [0.0890, 1.0327, -0.4335], [1.3169, 0.5466, 0.3600], [1.0196, -0.6484, 1.2115], [1.1894, -0.8374, -0.2641], [-2.0405, 1.5993, -0.2457], [-1.3691, 0.9918, 1.2781], [-1.5402, -1.3557, 0.3037], [-2.2565, -0.6295, -1.1436], [0.0308, -0.5233, -2.1404], [0.2785, 1.9180, -1.0435], [2.2145, 1.1378, 0.5170], [1.8575, -0.9964, 1.8107], [0.0552, -0.7765, 1.6987], [1.9718, -1.4787, -0.6602]], "mulliken_charge": [-0.76, -0.83, -0.03, -0.12, -0.40, -0.60, -0.43, 0.28, 0.28, 0.28, 0.28, 0.47, 0.46, 0.38, 0.28, 0.08, 0.38]}